C26H41N4O6P2SV as an isolated structure, computed with ωB97M-V/def2-TZVPD.

Element x y z (Å)
V  0.680  0.434  0.517
N  -0.452  2.758  3.428
C  0.331  2.278  2.454
S  1.222  0.787  2.761
N  0.365  2.940  1.312
N  1.225  2.320  0.428
C  2.332  2.803  -0.005
C  2.790  4.179  0.188
C  1.896  5.237  0.013
C  2.327  6.538  0.195
C  3.638  6.790  0.580
C  4.525  5.740  0.777
C  4.109  4.436  0.571
C  3.150  1.732  -0.631
C  4.278  1.955  -1.394
C  5.011  0.861  -1.838
C  4.589  -0.412  -1.500
C  3.423  -0.556  -0.763
N  2.709  0.486  -0.340
H  -0.411  2.351  4.345
H  -0.845  3.681  3.321
H  0.872  5.035  -0.273
H  1.640  7.359  0.043
H  3.969  7.809  0.731
H  5.540  5.937  1.092
H  4.799  3.620  0.744
H  4.576  2.966  -1.632
H  5.902  1.008  -2.433
H  5.143  -1.288  -1.802
H  3.044  -1.533  -0.495
C  -3.767  -0.229  4.225
C  -2.827  -1.340  3.824
C  -3.513  -2.640  3.471
O  -1.967  -0.878  2.701
P  -2.246  -0.705  1.196
O  -1.290  0.320  0.622
C  -1.896  -2.290  0.378
P  -0.497  -2.223  -0.740
O  0.678  -1.417  -0.205
O  -0.129  -3.713  -0.931
C  1.201  -4.242  -1.342
C  1.922  -4.680  -0.090
C  0.929  -5.355  -2.323
O  -1.107  -1.594  -2.028
C  -0.487  -0.793  -3.099
C  0.714  -1.497  -3.686
C  -0.177  0.601  -2.593
O  -3.737  -0.343  1.045
C  -4.605  0.035  -0.101
C  -5.387  -1.186  -0.521
C  -3.808  0.669  -1.215
H  -4.252  -0.498  5.163
H  -4.539  -0.071  3.473
H  -3.221  0.701  4.379
H  -2.085  -1.506  4.603
H  -4.217  -2.505  2.647
H  -4.081  -2.983  4.335
H  -2.794  -3.421  3.223
H  -2.766  -2.640  -0.179
H  -1.676  -3.039  1.140
H  1.735  -3.425  -1.829
H  1.362  -5.471  0.410
H  2.056  -3.850  0.604
H  2.903  -5.075  -0.354
H  0.361  -6.151  -1.843
H  1.875  -5.770  -2.672
H  0.370  -4.997  -3.186
H  -1.287  -0.749  -3.835
H  1.544  -1.506  -2.975
H  1.044  -0.957  -4.574
H  0.470  -2.515  -3.987
H  0.756  0.613  -2.018
H  -0.993  1.005  -1.994
H  -0.021  1.269  -3.441
H  -5.267  0.769  0.354
H  -4.748  -1.921  -1.014
H  -6.156  -0.889  -1.234
H  -5.880  -1.650  0.332
H  -3.129  -0.056  -1.670
H  -3.242  1.529  -0.861
H  -4.501  1.007  -1.985

Summary:
Highest occupied orbital energy (alpha / beta) (eV): -13.552 / -13.900
Total charge: +2
HOMO-LUMO gap (alpha / beta) (eV): 7.67 / 7.70
LUMO energy (alpha / beta) (eV): -5.89 / -6.20
Multiplicity: 3
Energy above the lowest of the compared OMol25 structures with the same formula, charge and spin (kcal per mole): 0.0

=====

A 2-piece molecular cluster, C8H7BrNO2P overall in a non-equilibrium geometry, computed with ωB97M-V/def2-TZVPD.

Element x y z (Å)
O  -2.754  -2.900  -0.635
C  -1.738  -2.229  -0.422
C  -1.225  -1.287  -1.318
C  -0.722  -0.232  -1.690
C  -0.352  1.062  -2.076
C  -0.538  2.045  -1.161
C  -0.816  1.792  0.311
O  -1.654  2.670  0.917
C  -0.116  0.866  0.947
P  0.880  -0.227  1.656
C  0.272  -2.014  1.058
N  -1.104  -2.274  0.804
H  -0.127  1.352  -3.154
H  -0.333  3.128  -1.468
H  -2.572  2.484  0.670
H  0.582  -2.621  1.872
H  0.603  -2.084  0.102
H  -1.545  -2.896  1.425
Br  3.845  -0.243  -0.122
H  2.557  -0.889  -0.240

Summary:
Highest occupied orbital energy (eV): -8.550
Total charge: 0
HOMO-LUMO gap (eV): 7.76
LUMO energy (eV): -0.79

=====

C8H21I2O4P2SSc as an isolated structure in a non-equilibrium geometry, computed with ωB97M-V/def2-TZVPD.

Element x y z (Å)
I  -3.147  0.258  -0.905
I  2.477  0.382  -0.359
Sc  -0.380  0.255  -0.948
P  -0.393  -2.258  -0.992
C  -0.568  -3.055  0.597
C  -1.663  -2.784  -2.057
H  -1.441  -3.832  -2.271
H  1.002  -3.840  -1.965
H  -1.665  -2.197  -2.985
H  1.394  -2.208  -2.615
H  -1.511  -2.717  1.065
H  -2.642  -2.678  -1.573
C  1.156  -2.787  -1.703
H  -0.551  -4.100  0.433
H  2.003  -2.686  -1.000
H  0.228  -2.777  1.303
P  -0.377  2.744  -0.985
C  -0.589  3.545  0.594
C  1.133  3.334  -1.712
H  -1.693  2.707  -2.994
H  -1.470  4.351  -2.295
H  -2.666  3.199  -1.582
C  -1.681  3.304  -2.065
H  1.371  2.758  -2.624
H  0.971  4.384  -1.967
H  -0.580  4.629  0.423
H  0.229  3.267  1.285
H  1.978  3.229  -1.011
H  -1.550  3.248  1.055
C  -0.704  0.356  1.174
O  -0.891  0.357  2.390
C  1.974  -1.238  4.277
S  1.637  -1.075  2.503
O  0.331  -1.719  2.965
O  1.709  0.399  2.479
O  0.570  -1.053  0.512
H  1.234  -0.626  4.691
H  2.904  -0.828  4.358
H  1.861  -2.247  4.501

Summary:
Highest occupied orbital energy (alpha / beta) (eV): -15.517 / -15.573
Total charge: +2
HOMO-LUMO gap (alpha / beta) (eV): 5.22 / 4.85
LUMO energy (alpha / beta) (eV): -10.29 / -10.73
Energy above the lowest of the compared OMol25 structures with the same formula, charge and spin (kcal per mole): 235.9

=====

C3H6ClNO2 in the gas phase in a non-equilibrium geometry, computed with ωB97M-V/def2-TZVPD.

Element x y z (Å)
C  0.919  -1.033  1.175
C  -0.088  -0.419  0.222
C  -1.436  -0.822  0.753
Cl  0.257  -0.834  -1.449
N  -0.008  1.107  0.204
O  1.130  1.514  0.277
O  -0.994  1.763  0.129
H  0.759  -2.174  1.162
H  1.934  -0.792  0.915
H  0.763  -0.703  2.207
H  -2.136  -0.367  0.018
H  -1.642  -1.939  1.009
H  -1.457  -0.166  1.743

Summary:
Highest occupied orbital energy (eV): -11.198
Total charge: 0
HOMO-LUMO gap (eV): 11.35
LUMO energy (eV): 0.15
Energy above the lowest of the compared OMol25 structures with the same formula, charge and spin (kcal per mole): 80.1

=====

A 2-piece molecular cluster, C11H15N3S overall in a non-equilibrium geometry, computed with ωB97M-V/def2-TZVPD.

Element x y z (Å)
C  -0.067  1.674  -5.301
C  -0.867  0.479  -5.244
C  0.971  1.839  -4.448
C  -0.837  -0.350  -4.207
C  1.967  0.732  -2.383
C  1.126  0.945  -3.407
C  0.168  -0.160  -3.317
C  0.178  -1.944  2.566
C  -0.204  0.441  3.550
C  -1.126  -0.339  1.198
C  0.060  -0.439  2.241
N  0.526  -0.955  -2.312
N  1.554  -0.438  -1.716
N  1.183  0.240  1.742
S  2.200  -1.200  -0.308
H  -0.160  2.244  -6.138
H  -1.526  0.226  -6.056
H  1.650  2.647  -4.585
H  -1.306  -1.292  -4.012
H  2.935  1.153  -2.097
H  -0.237  -2.394  1.576
H  1.211  -2.396  2.711
H  -0.454  -2.216  3.448
H  0.522  0.100  4.169
H  -1.175  0.378  4.172
H  -0.203  1.549  3.315
H  -1.496  0.673  1.343
H  -0.815  -0.491  0.184
H  -2.022  -0.980  1.607
H  1.941  0.080  2.387

Summary:
Highest occupied orbital energy (alpha / beta) (eV): -8.038 / -8.038
Total charge: 0
HOMO-LUMO gap (alpha / beta) (eV): 5.88 / 5.88
LUMO energy (alpha / beta) (eV): -2.16 / -2.16
Energy above the lowest of the compared OMol25 structures with the same formula, charge and spin (kcal per mole): 128.4

=====

| no. | E (Eh) |
| --- | --- |
| 1 | -3710.51424 |
| 2 | -3429.45947 |
| 3 | -3054.57116 |
| 4 | -783.22539 |
| 5 | -990.40428 |